{"formula": "C19H21NO6", "method": "ωB97M-V with the def2-TZVPD basis set", "elements": ["C", "C", "C", "C", "O", "O", "C", "C", "C", "C", "O", "C", "C", "O", "N", "C", "C", "C", "C", "O", "O", "C", "C", "C", "C", "C", "H", "H", "H", "H", "H", "H", "H", "H", "H", "H", "H", "H", "H", "H", "H", "H", "H", "H", "H", "H", "H"], "coordinates": [[3.789998, 2.544380, -1.041071], [2.571156, 2.632907, -0.182912], [2.596480, 3.255453, 1.017001], [1.437102, 3.346794, 1.876460], [1.416882, 3.833173, 2.981376], [0.267347, 2.820582, 1.393262], [0.203484, 2.190362, 0.196562], [-1.040272, 1.662024, -0.153546], [-2.218161, 1.889197, 0.744227], [-1.138705, 0.914762, -1.329707], [-2.346524, 0.328495, -1.572149], [-2.390899, -0.772473, -2.455668], [-1.308205, -1.832620, -2.214735], [-0.681177, -2.285391, -3.157056], [-1.084649, -2.219131, -0.946114], [-1.841304, -1.781654, 0.214251], [-1.570925, -2.705338, 1.394538], [-0.086274, -2.632421, 1.806261], [0.085838, -1.483629, 2.784112], [0.100402, -1.616386, 3.976990], [0.172158, -0.286096, 2.192153], [0.799680, -2.491700, 0.557998], [0.083703, -3.037090, -0.671253], [-0.027797, 0.775851, -2.166878], [1.177534, 1.340775, -1.825411], [1.331531, 2.044992, -0.627484], [4.059376, 1.502813, -1.209678], [4.626418, 3.049725, -0.566515], [3.603811, 3.006121, -2.009437], [3.494602, 3.709705, 1.404644], [-3.111248, 1.448300, 0.313990], [-2.036829, 1.461195, 1.728639], [-2.373558, 2.957708, 0.880724], [-3.383581, -1.212308, -2.316388], [-2.301400, -0.451453, -3.500966], [-2.907550, -1.783708, -0.026655], [-1.552486, -0.766849, 0.501080], [-2.204850, -2.414762, 2.233569], [-1.825433, -3.731893, 1.129794], [0.163509, -3.541845, 2.359438], [0.250448, 0.420709, 2.854792], [1.028354, -1.439011, 0.383475], [1.739434, -3.024214, 0.701634], [-0.206224, -4.082457, -0.521831], [0.724569, -2.988649, -1.554336], [-0.103981, 0.222657, -3.088131], [2.018217, 1.222398, -2.489049]], "atomic_forces_ev_per_a": [[0.0, 0.0, 0.1], [0.1, 0.3, 0.5], [0.1, -0.2, -0.5], [0.2, 0.3, 0.7], [0.0, -0.2, -0.4], [-0.3, 0.0, 0.1], [0.1, -0.5, -0.9], [0.0, 0.0, 0.1], [0.0, 0.0, -0.1], [0.4, 0.3, 0.3], [0.1, 0.3, 0.1], [0.0, -0.2, -0.3], [-0.2, 0.1, -0.1], [0.0, 0.0, -0.3], [0.1, -0.2, 0.2], [-0.4, 0.2, 0.3], [0.0, 0.1, -0.1], [0.0, 0.1, 0.1], [0.1, -0.5, 0.3], [0.0, 0.0, 0.2], [0.0, 0.5, -0.4], [-0.1, -0.1, -0.1], [0.5, -0.1, -0.1], [-0.3, -0.1, -0.2], [0.0, 0.1, 0.3], [-0.5, 0.0, 0.1], [0.0, -0.1, -0.1], [0.1, 0.0, 0.0], [0.0, 0.0, -0.1], [0.1, 0.0, 0.0], [-0.1, 0.0, 0.1], [-0.1, 0.0, 0.1], [-0.1, 0.1, 0.1], [0.1, 0.0, 0.0], [0.0, -0.1, 0.2], [0.1, 0.1, 0.1], [-0.1, -0.1, 0.0], [-0.1, -0.1, 0.0], [0.0, 0.0, 0.0], [0.0, 0.2, 0.0], [0.0, -0.3, 0.1], [0.1, 0.0, -0.1], [0.0, 0.0, 0.0], [0.1, 0.0, -0.1], [-0.1, -0.1, 0.2], [0.0, -0.1, -0.1], [0.1, 0.0, -0.1]], "mulliken_charge": [-1.70, 1.42, -0.64, -0.03, -0.64, -0.61, 0.36, 0.75, -1.63, 1.19, -0.47, -0.81, 0.74, -0.68, 0.21, 0.23, -1.44, 0.70, -0.13, -0.62, -0.21, -0.62, -1.08, -1.33, -0.95, 0.64, 0.38, 0.36, 0.39, 0.41, 0.34, 0.24, 0.49, 0.46, 0.34, 0.45, -0.37, 0.50, 0.41, 0.52, 0.25, 0.09, 0.42, 0.25, 0.55, 0.42, 0.47], "e_above_lowest_kcal_mol": 2.1, "lumo_ev": 0.04, "total_charge": 0, "smiles": "Cc1cc(=O)oc2c(C)c(OCC(=O)N3CCC(C(=O)O)CC3)ccc12", "energy_ha": -1242.8722, "homo_lumo_gap_ev": 8.690, "multiplicity": 1, "homo_energy_ha": -0.3178}

{"formula": "C6H14NO", "method": "ωB97M-V with the def2-TZVPD basis set", "elements": ["C", "C", "C", "C", "O", "C", "C", "N", "H", "H", "H", "H", "H", "H", "H", "H", "H", "H", "H", "H", "H", "H"], "coordinates": [[-0.164568, -3.705675, -0.554042], [-0.641429, -2.695515, 0.490117], [-0.359786, -1.291587, 0.015597], [1.054887, 1.970088, 1.325371], [-0.042876, 2.683675, 1.881294], [0.783304, 0.877976, 0.349487], [0.253273, -0.318552, 0.787217], [-0.602228, 2.114927, -3.305437], [-0.590814, -4.649228, -0.185337], [-0.683465, -3.670101, -1.515136], [-1.689342, -2.856379, 0.749886], [-0.080217, -2.845127, 1.419925], [0.001380, -1.261787, -1.024011], [-1.126287, 2.896852, -3.647220], [1.683670, 2.712545, 0.831201], [1.626194, 1.491646, 2.131519], [-0.833520, 2.414176, 1.388313], [0.825037, 1.016190, -0.733554], [0.431203, -0.615970, 1.825048], [0.918851, -3.705428, -0.614843], [0.330296, 2.019224, -3.641940], [-1.120798, 1.268531, -3.186589]], "atomic_forces_ev_per_a": [[-1.4, -0.8, 0.5], [-0.1, 1.1, -0.4], [3.2, -1.2, -0.5], [1.7, 0.8, -0.1], [-0.5, -1.3, -0.7], [-2.0, -0.6, -0.5], [0.0, -0.6, 1.5], [0.0, 0.1, 1.3], [0.9, -0.2, 0.1], [0.4, 0.7, -0.1], [-0.2, 0.1, -0.1], [-0.2, 0.2, 0.1], [-1.5, 0.5, -0.3], [0.0, 0.0, -0.3], [0.2, -0.1, 0.1], [0.0, 0.2, 0.1], [-0.1, 0.4, 0.3], [0.1, 0.4, 0.1], [-0.6, 0.7, 0.1], [-0.1, -0.3, -0.3], [0.1, -0.1, -0.5], [-0.1, -0.1, -0.4]], "mulliken_charge": [-1.33, -0.26, 0.11, -0.41, -0.42, -0.26, -0.14, -0.59, 0.38, 0.38, 0.39, 0.33, 0.35, 0.20, 0.30, 0.30, 0.34, 0.26, 0.28, 0.38, 0.21, 0.19], "e_above_lowest_kcal_mol": 86.4, "lumo_ev": -7.20, "total_charge": 1, "energy_ha": -366.6296, "homo_lumo_gap_ev": 5.574, "multiplicity": 1, "homo_energy_ha": -0.4694}

{"formula": "C35H47BrEuN4O4S5", "method": "ωB97M-V with the def2-TZVPD basis set", "elements": ["Eu", "C", "C", "S", "C", "C", "S", "C", "C", "S", "H", "H", "H", "H", "H", "H", "H", "H", "H", "H", "H", "H", "C", "O", "C", "C", "C", "C", "C", "C", "O", "C", "O", "C", "H", "H", "H", "H", "H", "H", "H", "H", "H", "N", "C", "N", "C", "C", "S", "C", "C", "S", "C", "N", "N", "H", "H", "H", "H", "H", "H", "C", "C", "C", "C", "C", "C", "C", "Br", "C", "O", "C", "C", "C", "C", "C", "C", "H", "H", "H", "H", "H", "H", "H", "H", "H", "H", "H", "H", "H", "H", "H", "H", "H", "H", "H", "H"], "coordinates": [[1.031444, 0.954445, -0.829774], [1.057875, 1.079658, 3.322293], [2.214611, 0.084553, 3.313106], [2.460498, -0.623285, 1.674754], [4.235432, -0.426270, 1.475513], [4.759488, 1.003670, 1.380314], [3.881502, 2.052128, 0.187247], [3.525325, 3.484291, 1.227717], [2.612169, 3.254673, 2.434731], [1.103032, 2.345815, 2.040080], [0.985502, 1.571771, 4.293382], [0.113926, 0.571846, 3.126896], [1.995405, -0.725616, 4.011809], [3.146396, 0.555214, 3.636873], [4.442180, -0.967480, 0.553719], [4.742312, -0.946739, 2.290295], [5.806617, 0.975395, 1.079379], [4.717009, 1.502389, 2.351608], [3.084750, 4.208831, 0.543803], [4.476088, 3.892837, 1.569616], [2.321149, 4.225724, 2.839282], [3.130626, 2.708605, 3.227040], [5.550946, -4.503524, -1.754036], [4.340917, -4.956762, -2.348655], [3.294738, -4.105958, -2.292681], [2.095506, -4.580930, -2.863325], [0.998405, -3.771410, -2.827552], [1.023868, -2.475739, -2.257712], [-0.150335, -1.626266, -2.350825], [-1.510585, -2.226667, -2.576479], [-0.094481, -0.397523, -2.250287], [2.231411, -2.009127, -1.658754], [2.336219, -0.851572, -1.110237], [3.361610, -2.867277, -1.700688], [6.276588, -5.295037, -1.896461], [5.420966, -4.317057, -0.686651], [5.906864, -3.592913, -2.235932], [2.077463, -5.569106, -3.313462], [0.076234, -4.130554, -3.273765], [-1.585091, -3.248850, -2.212165], [-1.744261, -2.211402, -3.645744], [-2.237718, -1.595730, -2.067778], [4.271035, -2.498452, -1.245536], [0.044273, 4.857706, 0.513973], [0.748347, 4.809420, -0.670569], [1.267062, 3.739808, -1.225001], [1.935790, 4.095256, -2.413078], [1.948101, 5.444113, -2.698923], [1.075759, 6.310257, -1.483863], [2.510603, 3.104339, -3.278503], [3.267410, 3.414417, -4.379799], [3.630141, 1.974559, -5.264161], [2.751088, 1.049645, -4.081200], [2.259137, 1.735597, -3.084382], [2.576999, -0.283585, -4.290143], [-0.384097, 4.003370, 0.829852], [-0.500672, 5.684750, 0.677357], [2.358742, 5.952542, -3.559526], [3.597246, 4.383256, -4.723487], [3.056408, -0.741278, -5.037084], [2.158910, -0.846786, -3.586142], [-6.510761, 1.817979, 1.623520], [-6.187788, 0.481419, 0.937992], [-6.801242, -0.646037, 1.767800], [-6.839672, 0.462820, -0.452365], [-4.669958, 0.326683, 0.810440], [-3.934126, 1.214773, 0.028733], [-2.571623, 1.070839, -0.036126], [-1.614775, 2.281970, -1.159576], [-1.789891, 0.108003, 0.648484], [-0.481864, 0.167718, 0.577257], [-2.556203, -0.843988, 1.374845], [-3.947839, -0.674336, 1.442228], [-2.004925, -2.107852, 2.074021], [-2.322408, -2.057373, 3.577903], [-2.677178, -3.346169, 1.460099], [-0.499880, -2.309690, 1.938808], [-7.596244, 1.957505, 1.705637], [-6.101215, 2.661557, 1.058527], [-6.081265, 1.846400, 2.630636], [-7.884182, -0.500191, 1.835305], [-6.402632, -0.660546, 2.787803], [-6.621044, -1.625753, 1.311201], [-7.929961, 0.540250, -0.362351], [-6.602055, -0.468469, -0.976834], [-6.496992, 1.296545, -1.072736], [-4.411505, 2.012584, -0.535109], [-4.503103, -1.402350, 2.027449], [-3.399268, -2.053233, 3.775168], [-1.895274, -1.154877, 4.029451], [-1.890868, -2.931008, 4.082914], [-3.766825, -3.318293, 1.549004], [-2.318719, -4.252369, 1.963436], [-2.427336, -3.424928, 0.395562], [0.045932, -1.538975, 2.478088], [-0.159863, -2.287552, 0.903003], [-0.232333, -3.281042, 2.373503]], "atomic_forces_ev_per_a": [[1.7, 2.1, 0.8], [0.1, 0.1, 0.1], [0.0, 0.0, 0.1], [0.0, -0.2, -0.1], [0.0, 0.0, 0.0], [0.0, 0.0, 0.0], [0.1, 0.0, -0.1], [0.0, 0.0, 0.1], [0.0, 0.0, 0.1], [-0.2, 0.0, 0.1], [0.0, -0.1, 0.0], [0.0, 0.0, 0.0], [0.0, 0.1, 0.1], [-0.1, 0.0, 0.0], [0.0, 0.0, 0.0], [0.1, 0.0, 0.0], [0.1, 0.0, 0.1], [0.0, -0.1, -0.1], [0.0, 0.0, 0.0], [0.0, 0.1, 0.0], [0.1, 0.0, 0.0], [0.0, 0.1, -0.1], [-0.1, -0.2, -0.1], [0.4, 0.0, 0.1], [-0.1, 0.1, 0.2], [0.0, -0.1, -0.1], [-0.1, 0.0, 0.0], [-0.3, -0.2, -0.2], [0.0, -0.2, 0.1], [-0.1, -0.1, -0.1], [-0.6, -0.7, -1.0], [0.2, 0.4, 0.1], [0.8, -1.4, -0.6], [0.0, -0.1, 0.0], [0.0, -0.1, 0.0], [0.0, 0.0, 0.0], [0.0, 0.1, 0.0], [0.0, 0.2, 0.1], [0.1, 0.0, 0.0], [0.0, 0.0, 0.0], [0.0, 0.0, 0.1], [0.0, 0.0, 0.0], [-0.1, 0.0, 0.0], [0.6, 0.0, -0.6], [-0.1, 0.0, 0.3], [0.0, 0.7, -0.6], [-0.6, 1.7, 0.9], [-0.2, -0.9, 0.4], [0.2, -0.3, -0.2], [0.9, -1.1, -1.2], [-0.4, -0.4, 0.5], [0.0, 0.2, 0.1], [-0.1, -0.5, -0.1], [0.0, 0.8, -0.6], [0.2, 1.0, -0.2], [0.0, -0.2, 0.0], [-0.1, 0.1, 0.0], [-0.1, -0.1, 0.1], [0.0, -0.1, 0.1], [0.1, -0.1, -0.1], [-0.3, -0.3, 0.5], [0.0, 0.1, 0.0], [0.1, 0.0, 0.0], [-0.1, -0.1, 0.1], [0.0, 0.0, -0.1], [-0.1, 0.1, 0.0], [-0.2, 0.0, 0.0], [0.0, 0.1, -0.1], [-0.6, 0.4, 0.0], [0.4, 0.0, 0.1], [-1.9, -0.7, 1.0], [-0.2, -0.1, 0.0], [0.1, -0.2, 0.1], [-0.1, 0.1, 0.0], [-0.1, 0.0, 0.1], [-0.1, -0.1, -0.1], [0.1, -0.1, 0.0], [0.1, 0.0, 0.0], [0.0, -0.1, 0.1], [0.0, 0.0, -0.1], [0.1, 0.0, 0.0], [-0.1, 0.0, -0.1], [0.0, 0.1, 0.1], [0.1, 0.0, 0.0], [0.0, 0.1, 0.0], [0.0, -0.1, 0.1], [0.1, -0.1, 0.1], [0.1, 0.1, -0.1], [0.1, 0.0, 0.0], [0.0, -0.1, 0.0], [-0.1, 0.1, -0.1], [0.1, 0.0, 0.0], [0.0, 0.1, -0.1], [0.0, 0.0, 0.1], [0.0, 0.0, 0.0], [0.0, 0.0, 0.0], [0.0, 0.1, 0.0]], "mulliken_spin": [6.95, 0.00, 0.00, 0.00, 0.00, 0.00, 0.00, 0.00, 0.00, 0.01, 0.00, 0.00, 0.00, 0.00, 0.00, 0.00, 0.00, 0.00, 0.00, 0.00, 0.00, 0.00, 0.00, 0.00, 0.00, 0.00, 0.00, 0.02, 0.00, 0.00, 0.00, 0.00, 0.00, 0.00, 0.00, 0.00, 0.00, 0.00, 0.00, 0.00, 0.00, 0.00, 0.00, 0.00, 0.00, 0.00, 0.00, 0.00, 0.00, 0.00, 0.00, 0.00, 0.00, 0.01, 0.00, 0.00, 0.00, 0.00, 0.00, 0.00, 0.00, 0.00, 0.00, 0.00, 0.00, 0.00, 0.00, 0.00, 0.01, 0.00, 0.00, -0.01, 0.00, 0.00, 0.00, 0.00, 0.00, 0.00, 0.00, 0.00, 0.00, 0.00, 0.00, 0.00, 0.00, 0.00, 0.00, 0.00, 0.00, 0.00, 0.00, 0.00, 0.00, 0.00, 0.00, 0.00, 0.00], "lumo_ev": [0.29, 0.29], "total_charge": 0, "energy_ha": -7157.3127, "homo_lumo_gap_ev": [5.404, 7.199], "multiplicity": 8, "homo_energy_ha": [-0.1878, -0.2539]}

{"formula": "C9H15N2OP", "method": "ωB97M-V with the def2-TZVPD basis set", "elements": ["C", "C", "C", "C", "C", "C", "C", "C", "C", "N", "N", "O", "P", "H", "H", "H", "H", "H", "H", "H", "H", "H", "H", "H", "H", "H", "H", "H"], "coordinates": [[3.777626, -0.832491, 0.424783], [2.979628, 0.172403, 1.006464], [2.175307, -0.437149, -0.974344], [-0.334831, 1.511000, -0.721561], [0.847011, 1.292026, 0.151939], [-1.149063, 0.580254, 0.192158], [-0.934977, 3.005969, -0.760176], [-0.515962, -2.170820, 0.924579], [-3.201857, -1.374248, 0.021628], [3.256406, -1.161765, -0.760249], [1.962050, 0.443835, 0.071767], [-1.024177, -1.303618, -1.742308], [-1.348463, -1.117816, -0.342941], [4.680533, -1.308921, 0.825688], [3.101740, 0.728843, 1.971600], [1.762642, -0.418656, -1.997745], [-0.479150, 1.189630, -1.760345], [0.879156, 1.923493, 1.084391], [-1.594332, 1.033600, 1.166544], [-0.623176, 3.693355, -1.605773], [-0.688998, 3.389291, 0.173239], [-1.900893, 2.857509, -0.916979], [0.560134, -2.309014, 0.708195], [-0.730109, -1.694697, 1.766297], [-1.010533, -3.147502, 0.816161], [-3.587046, -0.541733, -0.499681], [-3.429927, -2.483649, -0.315879], [-3.428745, -1.519124, 1.092535]], "atomic_forces_ev_per_a": [[-1.0, 1.7, 1.9], [0.7, -0.2, 0.4], [1.6, -0.2, -0.7], [-1.7, 1.7, -0.9], [-1.7, -0.2, 1.8], [2.2, 1.9, 1.5], [4.7, -1.2, -1.5], [0.6, -2.0, -5.1], [2.3, -3.7, 0.5], [-0.7, -0.5, -1.5], [-0.3, -0.8, -0.9], [0.7, -0.4, -2.1], [-1.6, 0.2, 3.4], [-0.6, 0.4, -0.2], [-0.4, -0.7, -1.3], [-0.5, 0.2, 1.2], [1.2, -0.6, 0.3], [-0.1, -0.6, -1.2], [0.7, -1.0, -1.9], [0.4, -1.0, 1.0], [0.0, 1.3, 1.6], [-4.5, -0.5, -0.2], [-0.5, 0.3, 0.3], [-0.6, 1.7, 4.1], [0.2, 0.2, 0.4], [-1.4, 0.4, -0.4], [0.2, 2.5, -0.3], [0.1, 1.1, -0.3]], "mulliken_charge": [-0.54, -0.14, -0.04, 0.54, -0.44, -0.55, -1.63, -1.19, -1.20, -0.64, 0.33, -0.75, 0.98, 0.38, 0.31, 0.33, 0.47, 0.19, 0.25, 0.30, 0.40, 0.50, 0.27, 0.42, 0.39, 0.39, 0.33, 0.34], "e_above_lowest_kcal_mol": 14.3, "lumo_ev": [-0.03, -0.03], "total_charge": 0, "energy_ha": -877.9316, "homo_lumo_gap_ev": [8.030, 8.032], "multiplicity": 1, "homo_energy_ha": [-0.2962, -0.2963]}

{"formula": "C3H4N2O", "method": "ωB97M-V with the def2-TZVPD basis set", "elements": ["O", "C", "C", "N", "N", "C", "H", "H", "H", "H"], "coordinates": [[1.605964, 0.489590, -0.944191], [0.595618, -0.284560, 1.016910], [-0.572040, -0.925146, 0.750044], [-1.254719, -0.256424, -0.305677], [-0.693808, 0.732097, -0.818417], [0.585598, 0.799882, -0.024963], [2.244296, -0.002184, -0.405109], [-1.013509, -1.850945, 1.098640], [-2.153145, -0.542123, -0.697424], [0.655748, 1.839810, 0.330190]], "atomic_forces_ev_per_a": [[0.3, 0.2, -0.1], [-0.4, -0.1, -0.1], [0.1, 0.0, 0.2], [0.1, 0.3, -0.3], [-0.1, -0.5, 0.1], [0.1, 0.1, 0.1], [0.0, 0.0, -0.2], [0.0, 0.2, 0.1], [0.1, 0.0, 0.0], [-0.1, -0.2, 0.1]], "mulliken_charge": [-0.51, -0.77, -0.32, 0.36, -0.51, 0.41, 0.37, 0.43, 0.26, 0.27], "e_above_lowest_kcal_mol": 115.8, "lumo_ev": -0.86, "total_charge": 0, "energy_ha": -301.3027, "homo_lumo_gap_ev": 7.747, "multiplicity": 1, "homo_energy_ha": -0.3164}